1.
9
Properties=species:S:1:pos:R:3:forces:R:3 method="wB97M-V/def2-TZVPD" smiles=FC(F)[C@H](S)Cl homo_lumo_gap_ev=10.47 e_above_lowest_kj_mol=67.8 homo_energy_ev=-9.7 charge=0
Cl 0.808 -2.147 -0.092 -0.59 0.87 0.19
C -0.537 0.279 -0.772 -2.31 -4.72 2.64
S 1.110 0.407 1.573 -0.43 -0.65 0.11
H -0.778 -0.961 1.175 -1.82 -0.67 1.12
F 0.502 0.647 -1.392 3.09 1.37 -2.04
H 1.383 1.470 0.790 -0.30 -0.43 -0.32
C -0.032 -0.653 0.539 2.41 2.92 -2.69
H -1.189 -0.367 -1.392 0.42 0.12 0.07
F -1.266 1.325 -0.428 -0.47 1.20 0.90

***

2.
27
Properties=species:S:1:pos:R:3:forces:R:3 method="wB97M-V/def2-TZVPD" homo_lumo_gap_ev=9.12 e_above_lowest_kj_mol=40.6 homo_energy_ev=-12.5 charge=+1
N -1.169 0.589 -0.413 -0.35 0.29 -1.56
H 1.688 3.150 -0.835 0.61 -1.52 0.52
H -2.767 0.267 -1.560 -0.78 -2.42 -3.05
H -1.865 3.072 -0.929 -2.33 -0.43 0.86
H 1.883 -0.774 -0.089 -0.31 0.55 0.32
H -3.118 0.609 0.005 0.73 0.31 -1.24
C -0.232 -0.204 1.634 -0.39 -1.82 -0.53
H 2.647 2.126 -1.936 -1.07 -0.40 0.41
N 1.058 1.082 -0.878 0.37 -0.07 -0.46
C 2.072 2.094 -0.968 2.99 0.82 -0.03
H 0.694 -0.972 -1.390 1.26 1.08 0.14
N -2.512 0.802 -0.829 0.68 2.75 4.50
H -0.592 -3.226 3.104 0.19 -1.36 1.09
C -1.336 -2.682 1.168 -0.23 -2.68 0.72
C -0.988 -0.498 0.484 1.13 1.00 0.66
H 0.195 0.771 1.792 0.07 0.11 0.01
H 0.657 -1.155 3.361 -0.12 0.30 0.16
C -0.685 -2.482 2.390 0.52 2.18 -2.56
C 1.517 -0.291 -1.000 1.05 -1.47 -1.33
C -0.014 -1.267 2.520 -0.37 0.22 0.71
H -2.100 -1.941 -0.629 -0.88 -0.40 -1.85
C -0.188 1.423 -0.863 -3.33 1.13 0.61
H 2.464 -0.247 -1.664 -1.87 -0.25 0.64
H -1.634 -3.705 0.907 -0.32 0.38 0.41
C -1.516 -1.748 0.198 1.18 1.63 2.00
H 2.914 1.727 -0.270 -1.40 1.25 -0.48
S -0.676 3.121 -1.351 2.98 -1.15 -0.65

***

3.
14
Properties=species:S:1:pos:R:3:forces:R:3 method="wB97M-V/def2-TZVPD" homo_lumo_gap_ev=8.89 e_above_lowest_kj_mol=544.0 homo_energy_ev=-8.9 charge=0
H 0.166 -0.264 -2.766 -2.43 -2.33 0.88
O -0.812 -1.043 -2.688 1.14 2.06 0.60
H -0.134 0.645 3.865 -0.29 -2.64 0.46
S -0.780 0.290 0.940 1.59 0.40 2.24
H 1.801 1.008 1.065 -2.88 -1.22 2.76
H 1.265 -0.647 2.152 -0.52 2.91 -1.14
C -0.244 -0.319 -0.497 -1.76 -0.48 -4.50
S 1.208 -0.138 -1.277 1.03 0.13 0.66
C 0.428 1.129 3.116 3.12 1.12 1.95
C 0.941 0.499 1.870 0.19 -2.93 -1.98
N -1.265 -0.817 -1.376 -1.61 1.90 -1.01
H -0.330 1.831 3.024 -0.60 2.63 -1.09
H 1.301 1.473 3.752 -0.96 0.32 -0.87
H -2.315 -0.268 -1.488 3.99 -1.87 1.04

***

4.
46
Properties=species:S:1:pos:R:3:forces:R:3 method="wB97M-V/def2-TZVPD" homo_lumo_gap_ev="5.21 / 5.00" e_above_lowest_kj_mol=0.0 homo_energy_ev="-14.0 / -14.0" charge=+2
Si 0.300 4.435 -1.491 0.10 0.14 0.16
H -0.863 -5.449 -1.614 0.00 0.01 0.00
H -1.044 5.054 -3.427 -0.01 0.00 0.01
H 0.666 5.005 -3.852 0.02 -0.03 -0.01
C -2.110 -2.074 -3.023 0.03 -0.01 0.03
C 0.254 -1.554 3.149 0.12 0.13 -0.03
H -1.556 5.629 -0.524 -0.02 0.01 -0.02
C -0.045 -3.834 4.668 -0.03 0.00 0.02
C -1.304 -3.401 -1.178 -0.02 -0.03 0.00
C -1.053 -2.887 4.708 0.03 -0.02 0.00
Sb 3.671 0.117 -0.578 -0.14 0.24 -0.82
H 2.448 5.581 -1.857 0.03 -0.03 0.01
Br -0.797 -3.620 0.631 -0.03 0.02 -0.03
C 1.103 -3.640 3.892 0.04 0.04 -0.04
H -0.145 -4.737 5.255 0.00 0.01 -0.01
C -1.135 4.635 -0.349 -0.05 -0.13 0.10
Se 2.975 2.000 -2.219 0.15 -0.50 0.60
H -0.837 4.594 0.700 -0.01 -0.01 -0.01
Se 1.598 -1.236 -0.406 0.15 -0.11 0.02
H -0.264 3.505 -3.729 -0.03 0.08 0.02
H -1.927 3.907 -0.536 -0.01 0.04 0.01
H -2.466 -1.131 -3.413 0.00 0.00 0.01
H 2.411 4.828 -0.257 -0.05 0.09 -0.02
C -1.209 -4.505 -2.013 -0.01 0.02 -0.02
N 0.220 -0.335 2.470 -0.41 -0.23 0.28
C -2.015 -3.180 -3.852 0.00 0.00 -0.02
C -1.566 -4.392 -3.348 -0.01 0.00 -0.01
H 2.157 -2.349 2.527 0.01 0.00 -0.01
S -1.968 -0.381 3.796 -0.25 -0.03 0.18
S -0.961 1.817 1.768 -0.10 -0.17 0.29
C -1.758 -2.188 -1.682 0.05 0.01 -0.05
H 1.875 -4.397 3.894 0.00 0.00 0.00
Se 2.776 1.634 1.674 -0.40 -0.10 -0.06
C 1.272 -2.500 3.128 -0.03 -0.04 0.04
H 1.529 6.327 -0.552 -0.04 0.00 0.00
H -1.495 -5.258 -3.992 0.00 0.02 0.01
C -0.885 -1.745 3.936 0.00 -0.01 0.02
H -1.934 -3.035 5.318 0.01 0.01 -0.01
C -0.117 4.494 -3.290 0.00 -0.11 -0.14
C 1.814 5.371 -0.996 0.17 -0.11 0.08
Se 0.834 2.039 -1.224 -0.18 0.21 -0.83
H -2.295 -3.091 -4.893 0.00 0.00 0.02
Tc 0.882 0.746 0.888 0.58 0.40 0.36
C -0.885 0.355 2.747 0.22 0.16 -0.26
Se 5.827 -0.669 -0.368 0.08 0.06 0.07
I -1.978 -0.488 -0.487 0.03 -0.03 0.04

***

5.
22
Properties=species:S:1:pos:R:3:forces:R:3 method="wB97M-V/def2-TZVPD" homo_lumo_gap_ev=9.96 homo_energy_ev=-10.0 charge=0
H -0.850 2.327 -1.833 -0.53 0.31 1.12
H 2.584 -1.422 1.287 -0.31 0.02 0.66
Si -1.120 -2.144 0.379 0.40 1.86 1.33
O 0.156 -0.342 -1.829 1.03 0.97 0.47
H 4.263 -1.415 -0.233 0.65 0.04 -0.22
Si 3.137 -0.625 0.220 0.76 1.33 0.14
N -2.547 0.014 -0.022 0.77 0.49 -1.77
O -2.719 1.225 -0.184 -1.96 0.71 -0.01
Si -0.866 2.490 -0.308 1.83 -0.80 0.66
H -2.422 -2.473 0.888 -0.01 -0.82 0.81
O -3.328 -0.893 -0.291 -0.31 1.08 0.09
N -1.328 -0.309 0.304 0.50 -2.49 0.57
H 3.284 0.875 0.249 0.75 -0.73 0.79
H -0.176 0.784 1.689 -0.84 0.51 -1.40
O 2.226 -0.670 -1.183 0.31 -0.96 -1.99
C -0.359 0.736 0.556 -0.04 0.77 1.75
H -1.597 3.371 0.613 -0.72 -0.10 -0.45
H -0.829 -2.871 -0.814 0.25 -0.16 -0.81
N 1.032 -0.123 -0.968 -1.27 -2.67 -3.36
H 0.043 -1.968 1.306 -0.21 -0.80 -0.17
H 0.473 3.143 0.010 -0.11 -0.23 -0.50
N 0.943 0.289 0.164 -0.93 1.71 2.28

***

6.
172
Properties=species:S:1:pos:R:3:forces:R:3 method="wB97M-V/def2-TZVPD" homo_lumo_gap_ev=0.68 e_above_lowest_kj_mol=217.3 homo_energy_ev=-12.6 charge=+8
C -16.935 7.311 -0.649 0.49 2.12 -0.19
N 15.723 -11.898 -1.070 -0.19 -0.45 -1.22
H 12.986 9.634 -3.120 -0.63 -0.32 -0.20
H 15.430 -13.169 -2.701 -0.19 0.36 0.29
C 11.378 5.866 -1.030 -0.30 -0.56 -0.06
H -2.437 -0.837 -4.668 0.11 0.18 -0.16
H -2.590 -7.508 -2.520 0.09 -0.24 0.04
C -4.638 9.538 1.042 0.12 -1.98 2.05
N -18.130 1.678 -3.519 0.43 0.80 0.16
C -3.568 -7.744 -2.913 1.06 1.19 0.98
N -4.254 -3.571 4.800 -0.98 0.90 -0.06
C -6.040 -8.312 -3.898 0.06 1.32 -0.01
N -17.338 8.294 -1.506 -1.55 -1.19 0.85
C 9.813 4.266 0.164 -1.49 -0.04 1.11
H -0.151 10.161 1.487 -0.07 0.05 -0.14
H -4.954 -11.312 -2.973 0.80 -0.50 0.21
C 9.646 -9.657 -0.990 0.87 0.46 -0.09
C 10.120 2.377 3.340 0.68 0.35 1.65
H 4.208 9.044 7.054 -0.95 0.32 0.07
N 2.543 9.781 5.802 -0.49 -1.34 1.14
H -17.461 -0.148 -4.400 -0.16 0.15 0.14
C 9.447 -11.978 -1.302 1.00 -0.09 -0.48
C -18.020 8.013 -2.635 0.48 0.22 -0.37
C 10.566 7.696 -2.443 0.97 -0.55 0.76
C -2.022 -4.115 4.426 1.37 1.11 -0.49
C -4.083 -8.972 -2.767 0.66 -0.65 -0.67
H 11.293 -13.084 -1.518 -0.56 1.24 -0.27
H 11.064 2.045 3.783 -0.17 -0.15 -0.25
Cl -1.761 -2.947 0.808 0.10 -0.54 -2.10
C -0.511 -2.696 2.951 3.09 1.28 1.20
H 11.633 -8.756 -0.874 -0.78 -1.19 -0.19
N 2.027 -2.527 1.776 1.30 1.78 0.61
C -2.892 -2.075 3.427 -0.96 0.13 1.22
H -16.509 5.248 -0.360 -0.27 0.51 -0.50
H 4.538 10.274 5.919 0.37 0.50 -0.15
N 10.445 3.196 2.179 -0.30 0.02 -1.17
H 8.975 4.540 -0.438 -0.18 -0.08 -0.72
H -18.429 -0.212 -2.867 -0.10 -0.66 -0.22
H 11.202 9.706 -3.399 0.32 0.52 -0.34
H -4.538 9.212 0.011 0.06 0.00 0.05
C 1.148 10.414 3.997 0.88 -0.52 0.72
C -0.984 9.676 1.974 -1.69 0.19 1.41
C 13.099 -11.217 -1.224 -2.68 0.51 -1.36
C 1.747 8.671 5.966 0.73 0.76 0.32
C -5.598 -7.012 -3.924 -2.08 -1.10 -0.93
H -0.070 7.625 5.569 0.86 0.77 -0.65
C -4.114 -2.456 4.012 0.92 -0.39 -0.35
C 12.031 4.521 0.936 -0.24 -1.42 1.03
H -6.398 -3.706 4.744 -0.02 0.07 -0.16
H -5.725 -2.910 6.226 0.08 0.12 -0.48
H -18.317 8.941 -3.164 -0.11 -1.13 0.00
H -16.595 7.693 0.325 0.03 -0.49 -0.55
H 13.799 7.149 -3.052 -0.77 0.15 0.85
H 2.077 7.975 6.708 0.08 -0.14 0.44
H -4.946 -2.316 -5.105 0.11 0.42 -0.02
C -18.321 0.235 -3.850 -0.09 0.77 0.57
C -19.180 2.524 -3.401 -0.92 -0.84 -0.57
C -4.408 -3.000 -4.476 0.36 -0.51 -0.15
H -1.846 -2.945 -2.363 -0.28 -0.03 -0.08
H 3.862 -3.260 1.253 0.46 -0.32 -0.63
C 11.589 -10.942 -1.246 2.55 -0.13 -0.16
H 9.659 2.989 4.162 0.00 -0.48 -1.09
H 3.590 10.775 7.347 0.25 -0.39 0.11
C -1.825 -2.925 3.648 0.77 -1.63 0.14
H -3.498 -9.804 -2.357 -0.50 0.41 -0.10
H -17.292 10.354 -1.880 0.46 -0.02 -0.19
C -2.172 8.451 3.876 3.28 0.23 -3.62
H -2.413 10.543 0.597 0.15 -0.47 0.26
H 1.505 -3.735 0.176 0.26 -0.51 0.14
C 9.474 3.498 1.268 1.77 0.23 -0.27
C -17.587 5.656 -2.205 -0.93 2.83 -2.19
H -16.558 9.767 -0.350 0.15 0.53 0.12
H 7.046 -9.961 -1.895 0.76 -0.25 0.71
H -19.228 0.188 -4.435 -0.12 -0.37 -0.09
C -17.719 4.344 -2.782 -1.04 -2.96 -0.72
H 2.339 -1.000 3.113 0.28 0.75 -0.53
H -15.674 3.742 -2.643 0.58 0.04 -0.17
C 0.500 -1.879 3.385 -4.07 -0.65 1.59
H -6.002 -10.905 -4.326 -0.50 -0.61 -0.44
N -5.265 -9.263 -3.359 0.42 -2.02 0.83
H 12.523 3.183 2.570 -1.19 0.62 -0.37
C 0.408 9.214 4.079 -2.64 0.86 -0.01
H -16.016 1.572 -3.513 -0.49 -0.64 0.36
H -3.208 -5.216 5.775 -0.88 0.34 -0.40
C -4.713 -4.311 -4.512 1.47 -0.35 1.40
H -2.758 -1.090 2.942 -0.34 -0.93 0.08
C -3.288 8.412 2.937 -2.41 2.15 -0.91
C 17.177 -12.101 -1.124 0.63 -1.37 1.07
H 17.416 -13.158 -0.810 -0.24 0.98 -0.74
H 13.044 4.899 0.959 -0.04 0.01 -0.26
C 0.608 8.459 5.252 -0.41 -1.20 -0.15
C -16.896 2.156 -3.255 0.32 -1.22 -1.79
C 12.663 6.016 -1.564 0.48 0.00 0.42
H -19.815 4.526 -3.017 -1.21 0.26 -0.14
C -5.606 -3.702 5.479 1.05 0.19 0.20
C -18.197 6.695 -3.020 1.14 -0.10 1.58
N -3.330 -2.507 -3.721 -2.52 1.81 -2.11
H -4.755 10.617 1.128 -0.26 -0.20 0.04
C -0.228 -3.360 1.632 1.01 -0.58 0.66
C 2.103 10.715 4.945 0.61 0.54 -1.86
H -2.634 -0.748 -2.900 0.37 0.34 0.22
C 7.428 -10.642 -1.095 -0.19 0.28 -1.28
H 0.962 11.108 3.211 -0.22 0.53 -0.16
C 11.058 4.854 0.013 0.79 0.91 -0.28
C 13.877 -10.676 -0.284 1.45 0.41 2.14
N 8.913 -10.765 -1.103 -1.16 -0.75 -0.76
C 11.697 3.602 1.934 1.84 0.27 0.68
C 13.628 -12.085 -2.163 0.74 -0.47 1.20
H 9.862 8.461 -2.802 0.02 -0.84 0.46
C -0.798 9.087 3.248 -2.53 -0.92 1.09
H 7.172 -10.300 -0.129 -0.60 0.43 0.95
C 1.218 -3.200 1.064 -3.35 -0.61 -0.25
H -5.395 8.925 1.606 0.15 1.06 -1.02
H -2.420 8.685 4.901 0.18 -0.80 0.36
H 13.499 -10.069 0.525 -0.08 0.21 -0.10
Cl -2.096 6.400 3.507 0.78 -0.40 1.05
H -5.613 -4.606 6.046 0.01 -0.81 0.11
H 12.278 8.960 -4.605 0.06 -0.17 -0.69
H -7.003 -8.626 -4.247 -0.31 -0.07 -0.17
H 9.097 -8.743 -0.918 -0.24 0.40 0.19
C 14.941 -12.449 -2.034 0.47 -0.33 -0.75
H -20.210 2.141 -3.470 0.72 -0.22 -0.27
H -1.118 -4.700 4.649 -0.71 0.03 -0.15
H 9.534 1.518 3.056 -0.36 -0.06 -0.03
C 12.854 7.022 -2.476 0.12 0.53 -1.28
H 17.473 -11.857 -2.139 0.40 -0.14 0.13
C -2.990 -4.705 -2.881 1.72 2.78 0.52
C -17.381 9.673 -1.042 0.45 0.83 0.29
C -16.656 3.438 -2.934 -0.90 2.15 1.51
C -2.272 9.864 1.444 2.10 0.56 -1.58
H -6.569 -10.686 -2.576 0.61 -0.46 -1.05
C -3.957 -5.225 -3.667 -2.24 -4.40 -0.46
C 3.791 9.973 6.632 -0.56 0.14 -0.84
C 3.442 -2.604 1.987 0.83 -0.24 -1.33
H 3.618 -3.094 2.943 0.07 0.47 0.32
H 8.765 -12.837 -1.328 0.40 0.45 -0.06
C 15.204 -11.075 -0.199 -0.74 0.78 0.58
Cl 4.882 0.539 1.829 -0.13 -0.23 0.06
H 15.852 -10.764 0.586 0.33 0.44 0.42
H 9.374 6.578 -1.162 -0.46 -0.19 0.25
C -2.673 -3.351 -2.944 1.42 -1.72 1.64
H 2.615 11.684 4.864 -0.04 -0.60 0.42
H 12.962 -12.603 -2.791 -0.26 -0.42 -1.21
H 0.425 -1.366 4.337 -0.18 -0.02 0.03
C 10.836 -12.059 -1.480 -1.66 -2.02 1.17
C -5.724 -10.675 -3.322 -1.60 1.85 1.06
H -4.013 -0.505 -3.916 -0.69 0.14 -0.21
C -4.325 -6.711 -3.484 0.53 4.86 -1.16
C 12.105 9.128 -3.564 0.53 0.42 0.62
H 17.657 -11.468 -0.366 -0.17 0.02 -0.52
Cl 0.728 -0.215 1.391 0.77 0.15 0.27
H -5.018 -1.907 3.798 -0.09 0.07 0.34
H -0.112 -4.446 1.859 -1.05 0.17 -0.58
H -18.312 9.971 -0.566 -0.20 -0.60 0.23
H -6.266 -6.227 -4.310 0.36 -0.74 0.27
N 11.825 7.873 -2.850 1.24 -0.49 0.22
C 10.372 6.669 -1.530 -1.32 0.75 -0.40
C -3.092 -1.037 -3.831 0.78 -1.71 0.71
H -4.144 7.771 3.249 0.52 1.03 -0.57
H 3.807 -1.563 1.855 0.70 -0.49 0.41
H -18.712 6.473 -3.934 -0.13 -0.12 -0.21
N -3.389 9.189 1.822 1.15 -0.59 2.20
H -5.423 -4.727 -5.166 -0.90 0.12 -0.73
C -3.215 -4.408 5.035 0.59 0.60 0.09
C 1.540 -1.403 2.510 -0.78 -0.18 0.10
H 8.535 3.024 1.440 -0.75 0.06 0.00
C 11.027 -9.693 -1.012 0.01 0.67 0.09
H 6.943 -11.587 -1.310 0.32 -0.29 0.22
H -2.474 -5.330 -2.202 0.66 -0.32 0.62
C -16.921 6.011 -1.044 -0.15 -1.62 0.69
C -19.019 3.853 -3.173 2.87 1.02 1.62
H 13.508 5.392 -1.205 -0.66 0.53 -0.65